# C5H6N2S

A single C5H6N2S molecule in a non-equilibrium geometry (the ωB97M-V functional and the def2-TZVPD basis, the OMol25 dataset).

Output
* lowest unoccupied orbital energy: 0.654 eV
* gap between HOMO and LUMO: 9.53 eV
* total charge: 0
* SMILES string: N#C[C@]1(N)C=CSC1
* ΔE to the lowest compared entry with this formula, charge and spin: 51.0 kcal per mole
* largest force on an atom: 0.0732 hartree/bohr
* HOMO energy: -0.326 hartree

Each line ends with the Mulliken charge.
CARTESIAN COORDINATES (ANGSTROEM)
S: 2.103 -0.359 0.534  -0.13
N: -0.725 1.510 0.052  -0.67
N: -2.634 -1.465 0.202  -0.44
C: -1.746 -0.744 0.084  -0.16
C: 0.367 -0.290 1.177  -0.84
C: 0.269 -0.337 -1.313  -0.54
C: -0.570 0.104 0.009  1.10
C: 1.567 -0.309 -1.146  -0.29
H: 0.269 0.505 2.010  0.33
H: 2.276 -0.704 -1.935  0.36
H: 0.212 -1.391 1.578  0.38
H: 0.196 1.892 0.122  0.29
H: -1.218 1.854 0.800  0.27
H: -0.366 -0.267 -2.177  0.34